Run w
The following is a DFT calculation (wB97M-V/def2-TZVPD) of an isolated molecule of C6H8O2.

Output
Gap between HOMO and LUMO = 9.03 eV
Net charge = 0
HOMO level = -7.917 eV
Structure (SMILES) = C1=COC2(CCC2)O1

Last column: natural (NBO) charge in e.
Geometry (Å):
C: 1.65 0.72 0.81  -0.383
C: 0.71 -0.63 0.91  -0.454
C: -0.15 0.11 -0.08  0.528
C: 0.39 1.49 0.30  -0.446
C: -2.01 -0.90 -0.71  0.011
C: -1.09 -1.06 -1.70  0.023
H: 2.25 0.48 -0.06  0.204
H: 2.25 1.09 1.63  0.210
H: 1.10 -1.63 0.67  0.222
H: 0.23 -0.60 1.86  0.212
H: 0.59 2.35 -0.34  0.222
H: -0.32 1.83 1.03  0.221
H: -3.00 -1.25 -0.49  0.214
H: -1.12 -1.65 -2.63  0.216
O: -1.55 0.03 0.17  -0.502
O: 0.06 -0.38 -1.38  -0.498

Run x
The following is a DFT calculation (wB97M-V/def2-TZVPD) of an isolated molecule of C6H8O2.

Output
Gap between HOMO and LUMO = 9.80 eV
Net charge = 0
HOMO level = -9.020 eV
Structure (SMILES) = C#C[C@@H](O)C(=C)OC

Last column: natural (NBO) charge in e.
Geometry (Å):
C: 0.88 -0.53 -0.59  -0.046
C: -1.62 0.90 0.66  -0.264
C: 0.87 0.28 0.68  0.304
C: 1.96 0.45 1.45  -0.447
O: -0.39 0.59 1.28  -0.535
O: 1.21 0.31 -1.69  -0.687
C: -0.40 -1.24 -0.83  -0.035
C: -1.31 -1.83 -1.37  -0.220
H: 0.37 0.55 -2.12  0.477
H: 1.66 -1.30 -0.52  0.225
H: -1.77 1.42 -0.29  0.176
H: -2.11 1.61 1.33  0.194
H: -2.18 -0.03 0.51  0.188
H: 1.89 0.98 2.39  0.217
H: 2.95 0.17 1.10  0.210
H: -2.02 -2.33 -1.98  0.244

Run y
The following is a DFT calculation (wB97M-V/def2-TZVPD) of an isolated molecule of C6H8O2.

Output
Gap between HOMO and LUMO = 8.60 eV
Net charge = 0
HOMO level = -7.828 eV
Structure (SMILES) = Cc1cc(C)c(O)o1

Last column: natural (NBO) charge in e.
Geometry (Å):
C: -0.15 0.70 -0.69  -0.299
C: 0.35 0.64 0.67  -0.167
C: -0.22 -0.59 -1.06  0.287
C: 0.29 -0.65 1.07  0.523
C: 0.47 1.86 1.63  -0.642
C: -0.55 -1.27 -2.35  -0.663
O: 0.00 -1.41 -0.02  -0.450
O: 0.53 -1.27 2.22  -0.636
H: -0.31 1.57 -1.16  0.218
H: -0.52 2.46 1.81  0.216
H: 0.88 1.60 2.61  0.225
H: 1.32 2.49 1.37  0.217
H: 0.34 -1.84 -2.58  0.230
H: -1.55 -1.77 -2.36  0.228
H: -0.80 -0.51 -3.21  0.228
H: -0.08 -2.01 2.04  0.487

Run z
The following is a DFT calculation (wB97M-V/def2-TZVPD) of an isolated molecule of C6H8O2.

Output
Gap between HOMO and LUMO = 10.03 eV
Net charge = 0
HOMO level = -9.085 eV
Structure (SMILES) = C=C1OCC[C@@H]2O[C@@H]12

Last column: natural (NBO) charge in e.
Geometry (Å):
C: -2.08 -0.60 1.22  -0.487
C: -1.10 -0.71 0.27  0.287
C: 0.06 1.12 -0.99  -0.064
C: 1.52 0.60 -0.65  -0.440
C: 1.15 -0.28 0.56  0.065
C: 0.15 -1.27 0.17  -0.029
H: -2.89 0.20 1.00  0.227
H: -2.09 -1.23 2.14  0.229
H: 0.03 1.57 -1.98  0.203
H: 0.01 2.03 -0.41  0.171
H: 1.89 0.03 -1.42  0.216
H: 2.10 1.53 -0.53  0.218
H: 0.78 0.19 1.50  0.197
H: 0.25 -1.62 -0.90  0.181
O: -1.01 0.14 -0.88  -0.532
O: 1.24 -1.72 0.91  -0.442

Stability check: which of them is most stable? run y.

Run w
The following is a DFT calculation (wB97M-V/def2-TZVPD) of an isolated molecule of C6H8O2.

Output
Gap between HOMO and LUMO = 8.22 eV
Net charge = 0
HOMO level = -7.528 eV
Structure (SMILES) = C#C/C(=C/OC)OC

Last column: natural (NBO) charge in e.
Geometry (Å):
C: 2.62 -0.19 0.02  -0.264
C: 0.51 -1.32 -0.14  0.229
C: -0.61 -0.41 -0.10  0.028
C: -0.72 1.91 0.14  -0.221
C: -1.96 -0.96 0.29  -0.091
C: -3.22 -1.24 -0.20  -0.228
H: 2.66 0.27 -0.98  0.206
H: 3.51 -0.65 0.53  0.209
H: 2.20 0.57 0.68  0.185
H: 0.37 -2.50 0.02  0.180
H: -0.35 2.73 -0.47  0.185
H: -1.86 1.94 0.19  0.171
H: -0.22 1.83 1.00  0.160
H: -4.30 -1.57 -0.21  0.247
O: 1.75 -1.27 -0.17  -0.476
O: -0.36 0.86 -0.60  -0.519

Run x
The following is a DFT calculation (wB97M-V/def2-TZVPD) of an isolated molecule of C6H8O2.

Output
Gap between HOMO and LUMO = 9.20 eV
Net charge = 0
HOMO level = -8.847 eV
Structure (SMILES) = C=C1C=C[C@@H](O)[C@H]1O

Last column: natural (NBO) charge in e.
Geometry (Å):
C: -0.20 0.52 1.35  0.027
C: -0.13 -0.93 1.37  -0.163
C: -0.05 -1.44 0.14  -0.234
C: -0.31 -0.40 -0.89  -0.066
C: -0.69 -0.65 -2.24  -0.389
C: -0.27 0.86 -0.13  -0.002
H: 1.48 1.67 1.49  0.494
H: -1.20 0.90 1.93  0.191
H: 0.21 -1.42 2.39  0.243
H: -0.20 -2.52 -0.15  0.227
H: -1.09 0.03 -3.13  0.236
H: -0.39 -1.72 -2.54  0.200
H: -0.82 1.70 -0.48  0.227
H: 1.62 0.89 -0.70  0.463
O: 1.04 0.97 2.12  -0.735
O: 1.01 1.54 -0.53  -0.717

Run y
The following is a DFT calculation (wB97M-V/def2-TZVPD) of a cluster of 2 separate species, C6H8O2 in total.

Output
Gap between HOMO and LUMO = 9.18 eV
Net charge = 0
HOMO level = -8.387 eV
Structure (SMILES) = Oc1ccccc1.O

Last column: natural (NBO) charge in e.
Geometry (Å):
C: -1.18 -1.34 -0.33  -0.260
C: -0.02 -1.27 -1.07  -0.197
C: 1.07 -0.53 -0.57  -0.325
C: 0.92 0.12 0.63  0.337
O: 1.94 0.77 1.30  -0.665
C: -0.28 0.15 1.33  -0.243
C: -1.35 -0.58 0.84  -0.195
H: -1.91 -2.08 -0.59  0.211
H: 0.17 -1.95 -1.89  0.215
H: 1.98 -0.38 -1.14  0.207
H: 2.73 0.72 0.75  0.471
H: -0.48 0.77 2.20  0.228
H: -2.28 -0.60 1.39  0.212
H: 0.20 1.97 -1.42  0.469
H: -1.21 2.07 -0.84  0.473
O: -0.28 2.17 -0.61  -0.937

Stability check: which of them is most stable? run y.

Run w
The following is a DFT calculation (wB97M-V/def2-TZVPD) of a cluster of 2 separate species, C6H8O2 in total.

Output
Gap between HOMO and LUMO = 9.84 eV
Net charge = 0
HOMO level = -9.144 eV
Structure (SMILES) = Oc1ccccc1.O

Last column: natural (NBO) charge in e.
Geometry (Å):
C: -0.73 1.52 -0.20  -0.268
C: -1.48 0.49 0.28  -0.179
C: -0.98 -0.62 0.98  -0.314
C: 0.39 -0.69 1.14  0.319
O: 1.11 -1.77 1.73  -0.701
C: 1.23 0.41 0.94  -0.272
C: 0.62 1.48 0.28  -0.171
H: -0.97 2.42 -0.72  0.227
H: -2.62 0.44 0.07  0.212
H: -1.58 -1.49 1.20  0.224
H: 0.80 -2.67 1.30  0.483
H: 2.20 0.38 1.33  0.235
H: 1.17 2.37 0.01  0.204
H: -0.24 -1.21 -2.33  0.479
H: 0.69 -0.07 -3.03  0.488
O: 0.38 -0.99 -2.96  -0.966

Run x
The following is a DFT calculation (wB97M-V/def2-TZVPD) of an isolated molecule of C6H8O2.

Output
Gap between HOMO and LUMO = 10.31 eV
Net charge = 0
HOMO level = -9.370 eV
Structure (SMILES) = C1C[C@H]2O[C@@H]2[C@H]2O[C@H]12

Last column: natural (NBO) charge in e.
Geometry (Å):
C: -0.62 1.18 -0.13  -0.416
C: 1.07 0.92 0.00  -0.403
C: 1.07 -0.44 -0.38  -0.013
C: 0.41 -1.44 0.44  0.014
C: -1.02 -1.28 -0.35  0.071
C: -1.33 -0.09 0.39  0.034
H: -0.60 2.28 0.34  0.223
H: -0.84 1.38 -1.07  0.200
H: 1.73 1.58 -0.57  0.222
H: 1.39 1.28 1.06  0.210
H: 0.83 -0.51 -1.35  0.163
H: 0.66 -0.96 1.61  0.214
H: -0.84 -1.37 -1.41  0.193
H: -1.40 -0.07 1.51  0.199
O: 1.86 -1.48 0.00  -0.475
O: -2.36 -0.96 -0.09  -0.438

Stability check: which of them is most stable? run w.

Run w
The following is a DFT calculation (wB97M-V/def2-TZVPD) of an isolated molecule of C6H8O2.

Output
Gap between HOMO and LUMO = 9.63 eV
Net charge = 0
HOMO level = -8.759 eV
Structure (SMILES) = O[C@H]1C=COC12CC2

Last column: natural (NBO) charge in e.
Geometry (Å):
C: -0.81 0.73 0.32  0.059
C: -1.93 -0.23 0.29  -0.346
C: -1.51 -1.35 -0.30  0.174
C: 0.35 -0.17 -0.16  0.205
C: 1.70 0.16 -0.64  -0.427
C: 1.53 -0.35 0.71  -0.433
H: -0.16 2.31 -0.61  0.463
H: -0.65 1.19 1.30  0.173
H: -2.89 0.02 0.69  0.231
H: -2.05 -2.25 -0.61  0.204
H: 2.18 -0.49 -1.34  0.238
H: 1.91 1.19 -0.84  0.209
H: 1.64 0.32 1.59  0.213
H: 1.81 -1.41 0.89  0.227
O: -0.95 1.73 -0.64  -0.712
O: -0.18 -1.40 -0.66  -0.477

Run x
The following is a DFT calculation (wB97M-V/def2-TZVPD) of an isolated molecule of C6H8O2.

Output
Gap between HOMO and LUMO = 8.32 eV
Net charge = 0
HOMO level = -9.037 eV
Structure (SMILES) = CCC1(C)C(=O)C1=O

Last column: natural (NBO) charge in e.
Geometry (Å):
C: -0.46 -1.00 -0.32  -0.349
C: -0.49 1.35 1.11  -0.608
C: 0.58 -1.77 0.47  -0.620
C: 0.98 1.01 -1.01  0.474
C: -0.20 0.64 -0.19  -0.234
C: -0.36 1.13 -1.58  0.492
O: 2.16 1.22 -0.98  -0.463
O: -1.12 1.25 -2.50  -0.457
H: -0.46 -1.32 -1.36  0.221
H: -1.46 -1.15 0.07  0.218
H: 0.10 0.92 1.92  0.226
H: -0.24 2.41 1.02  0.228
H: -1.55 1.26 1.35  0.224
H: 0.39 -2.84 0.37  0.221
H: 1.58 -1.57 0.10  0.219
H: 0.55 -1.52 1.53  0.208

Stability check: which of them is most stable? run w.

Run w
The following is a DFT calculation (wB97M-V/def2-TZVPD) of an isolated molecule of C2H5NO.

Output
Gap between HOMO and LUMO = 9.71 eV
Net charge = 0
HOMO level = -8.873 eV
Structure (SMILES) = C=[N+](C)[O-]

Last column: natural (NBO) charge in e.
Geometry (Å):
C: 0.35 1.25 0.11  -0.238
C: -0.65 -0.94 -0.09  -0.435
N: 0.48 0.00 -0.18  0.130
O: 1.57 -0.60 -0.23  -0.529
H: 1.19 1.91 0.31  0.203
H: -0.49 1.98 0.15  0.206
H: -0.71 -1.60 -0.93  0.226
H: -1.48 -0.37 0.17  0.203
H: -0.27 -1.64 0.68  0.235

Run x
The following is a DFT calculation (wB97M-V/def2-TZVPD) of an isolated molecule of C2H5NO.

Output
Gap between HOMO and LUMO = 9.21 eV
Net charge = 0
HOMO level = -8.379 eV

Last column: natural (NBO) charge in e.
Geometry (Å):
C: -0.53 1.47 -0.10  -0.165
C: 0.78 -0.64 0.00  -0.442
N: -0.44 0.22 -0.19  -0.112
O: -1.52 -0.67 -0.05  -0.559
H: -2.04 -0.24 0.58  0.473
H: 0.38 2.10 -0.38  0.163
H: 1.59 0.13 -0.19  0.206
H: 0.90 -0.86 1.04  0.212
H: 0.88 -1.52 -0.69  0.224

Stability check: which of them is most stable? run w.